(1)
68
Properties=species:S:1:pos:R:3:lowdin_charge:R:1 method="wB97M-V/def2-TZVPD" relative_energy_ev=1.837 homo_lumo_gap_ev="6.14 / 6.14" total_energy_ev=-71862.139 largest_force_ha_per_bohr=0.087
Ir -1.11727 -1.14793 0.25359 0.650
C -3.04823 -0.50151 -1.38786 -0.257
C -3.57017 0.10643 -0.22746 -0.255
C -3.57733 -0.85274 0.81240 -0.277
C -3.07519 -2.08327 0.28965 -0.433
C -2.71538 -1.84695 -1.09449 -0.400
C -2.47211 -2.93614 -2.09963 -0.043
C -3.30433 -3.43885 0.88351 -0.081
C -4.05496 -0.61094 2.20159 -0.038
C -4.00009 1.51768 -0.06776 -0.041
C -2.92735 0.10483 -2.75041 -0.028
H -1.91171 -2.56222 -2.95615 0.073
H -3.41321 -3.34974 -2.47262 0.088
H -1.90221 -3.75371 -1.66579 0.077
H -3.17518 -3.43046 1.96541 0.067
H -2.60446 -4.16955 0.48616 0.060
H -4.31820 -3.78133 0.66945 0.091
H -5.14732 -0.59253 2.22255 0.096
H -3.70085 0.34634 2.58047 0.057
H -3.71704 -1.38742 2.88215 0.085
H -3.30106 2.05158 0.58351 0.048
H -4.98584 1.58101 0.39330 0.093
H -4.05061 2.04094 -1.02101 0.072
H -1.98286 -0.17292 -3.21973 0.075
H -2.99389 1.19211 -2.73136 0.066
H -3.72883 -0.25902 -3.39747 0.096
C 4.37041 -1.88104 -0.40360 -0.027
C 3.38652 -2.89525 0.09494 -0.338
C 3.64037 -4.25825 0.01985 -0.026
C 2.64178 -5.09515 0.47248 -0.138
N 1.47411 -4.65021 0.91090 0.048
C 1.32280 -3.32811 0.93292 -0.754
S -0.25344 -2.78099 1.54898 0.597
N 2.24467 -2.43494 0.58431 0.063
H 5.39337 -2.14416 -0.13490 0.081
H 4.12321 -0.90184 -0.00392 0.053
H 4.31841 -1.82571 -1.49327 0.085
H 4.57238 -4.64217 -0.36431 0.105
H 2.77196 -6.17010 0.47073 0.106
C -0.81093 3.27902 -1.26145 -0.041
N -0.53289 1.85280 -1.25302 -0.040
C 0.59765 1.17564 -1.40068 -0.735
S 0.59021 -0.55856 -1.27567 0.659
N 1.78709 1.71125 -1.69865 -0.016
C 2.25051 3.09051 -1.68464 -0.047
H -1.88982 3.38646 -1.34548 0.083
H -0.35756 3.76549 -2.11887 0.086
H -0.48823 3.76126 -0.33801 0.068
H -1.29235 1.26212 -0.88065 0.032
H 2.50524 1.00304 -1.77438 0.106
H 2.01126 3.61883 -2.60759 0.085
H 3.33198 3.06089 -1.57836 0.095
H 1.85521 3.63114 -0.82422 0.073
O 5.34722 2.97666 2.17661 0.107
C 4.25869 3.64628 1.71826 -0.487
O 4.37556 4.77552 1.31847 0.108
C 2.96799 2.90569 1.73680 -0.170
C 2.88998 1.52114 1.62564 -0.028
C 1.67007 0.87094 1.56202 -0.117
C 0.48473 1.60210 1.63287 -0.621
S -1.11262 0.85749 1.55792 0.678
C 0.56925 2.99159 1.79060 -0.130
C 1.78717 3.63956 1.82315 -0.034
H 5.06477 2.12342 2.54400 0.100
H 3.78985 0.92189 1.54647 0.105
H 1.64137 -0.20584 1.44644 0.058
H -0.34540 3.56396 1.88065 0.101
H 1.84310 4.71399 1.91464 0.124

(2)
76
Properties=species:S:1:pos:R:3:lowdin_charge:R:1 method="wB97M-V/def2-TZVPD" total_charge=+2 relative_energy_ev=0.000 homo_lumo_gap_ev=6.89 total_energy_ev=-142179.770 largest_force_ha_per_bohr=0.003
Ti -0.11912 0.14626 -0.12579 1.096
O -1.11133 -1.18353 -0.56272 -0.209
C -2.31335 -1.84559 -0.02507 -0.350
C -2.75179 -1.03454 1.22048 -0.052
C -2.83925 0.45513 1.04155 -0.213
C -4.02180 1.14423 1.22238 0.036
C -4.04108 2.52036 1.06434 0.030
C -2.87695 3.19552 0.72812 0.040
C -1.71409 2.47482 0.55768 -0.210
C -0.41372 3.09470 0.14249 -0.048
C -0.05457 2.76968 -1.33037 -0.371
O -0.03723 1.31701 -1.41628 -0.198
C 1.34675 3.21917 -1.71488 -0.178
C 2.21652 3.84837 -0.83460 -0.030
C 3.51329 4.15892 -1.23541 -0.058
C 3.94489 3.83528 -2.51061 -0.062
C 3.07167 3.21560 -3.40028 -0.049
C 1.77888 2.91702 -3.00698 -0.021
C -1.11445 3.30425 -2.27688 -0.173
C -1.83459 2.47062 -3.12149 -0.026
C -2.79332 3.00706 -3.97403 -0.053
C -3.03751 4.37011 -3.98407 -0.056
C -2.30630 5.20733 -3.14996 -0.048
C -1.34681 4.67793 -2.30341 -0.022
N -1.70889 1.13068 0.72774 0.058
C -1.88370 -3.25508 0.33419 -0.206
C -1.18652 -3.98776 -0.62558 -0.021
C -0.77743 -5.28212 -0.35712 -0.048
C -1.07024 -5.86594 0.87023 -0.057
C -1.77603 -5.14912 1.82129 -0.054
C -2.18136 -3.84519 1.55623 -0.039
C -3.39186 -1.78558 -1.09307 -0.151
C -4.27293 -2.84763 -1.25918 -0.003
C -5.31497 -2.75314 -2.17222 -0.045
C -5.48058 -1.60303 -2.92742 -0.056
C -4.60103 -0.54077 -2.76646 -0.052
C -3.56474 -0.62960 -1.85122 -0.027
H -2.06349 -1.23829 2.04461 0.090
H -3.72931 -1.40517 1.52451 0.146
H -4.92056 0.59954 1.47417 0.139
H -4.96548 3.06727 1.19502 0.135
H -2.86896 4.26666 0.58513 0.137
H 0.39051 2.73671 0.80048 0.129
H -0.45942 4.17390 0.27528 0.140
H 1.90748 4.12546 0.16505 0.112
H 4.17760 4.66666 -0.54874 0.115
H 4.94991 4.08552 -2.82340 0.115
H 3.39502 2.98184 -4.40593 0.117
H 1.09471 2.44983 -3.70534 0.131
H -1.63726 1.40773 -3.13778 0.107
H -3.34028 2.35372 -4.64133 0.110
H -3.78134 4.78441 -4.65085 0.116
H -2.47401 6.27575 -3.16993 0.116
H -0.75657 5.34677 -1.68620 0.127
H -0.97720 -3.54451 -1.59152 0.128
H -0.24133 -5.84368 -1.11049 0.115
H -0.75912 -6.88111 1.07625 0.115
H -2.02425 -5.60274 2.77140 0.115
H -2.75274 -3.32147 2.31185 0.113
H -4.14951 -3.75475 -0.68199 0.125
H -5.99287 -3.58676 -2.29591 0.117
H -6.28844 -1.53545 -3.64335 0.115
H -4.72275 0.35967 -3.35473 0.103
H -2.88476 0.20702 -1.74550 0.088
O 5.83436 -0.94063 1.20190 0.160
C 4.60754 -0.62707 0.83356 -0.264
C 4.29673 0.12853 -0.30501 0.058
C 2.98282 0.38405 -0.59732 -0.053
N 1.97145 -0.07017 0.17873 -0.095
C 2.30125 -0.78607 1.26596 -0.656
Br 0.76498 -1.33095 2.24291 0.994
C 3.56627 -1.09938 1.65253 0.019
H 6.50746 -0.59836 0.59682 0.150
H 5.07313 0.51000 -0.95445 0.139
H 2.69972 0.96509 -1.46547 0.116
H 3.77863 -1.68049 2.53786 0.143

(3)
11
Properties=species:S:1:pos:R:3:lowdin_charge:R:1 method="wB97M-V/def2-TZVPD" smiles="C1=COCC1" relative_energy_ev=0.794 homo_lumo_gap_ev=9.73 total_energy_ev=-6291.124 largest_force_ha_per_bohr=0.071
C -0.02092 -1.15430 -0.06691 -0.229
C 1.00595 0.02902 0.06135 -0.124
C -0.06050 1.18671 -0.07164 -0.080
C -1.23079 0.65665 0.07923 -0.169
H 0.11669 -1.92031 0.74117 0.130
H 0.17641 -1.64142 -0.99270 0.102
H 1.90718 0.10035 -0.65016 0.119
H 1.47361 0.10908 1.10315 0.111
H 0.17992 2.19699 -0.19986 0.079
H -2.21261 1.15913 -0.01780 0.134
O -1.33492 -0.72191 0.01417 -0.074

(4)
34
Properties=species:S:1:pos:R:3:lowdin_charge:R:1 method="wB97M-V/def2-TZVPD" smiles=OCCCn1nnc[n+]1CCc1ccccc1 total_charge=+1 relative_energy_ev=5.324 homo_lumo_gap_ev=7.94 total_energy_ev=-20713.388 largest_force_ha_per_bohr=0.106
O -1.86672 -2.45598 1.88328 -0.115
C -2.54009 -1.18478 1.59525 -0.221
C -2.47619 -0.83190 0.00817 -0.124
C -0.96731 -1.13883 -0.45192 -0.096
N -0.52083 -0.41828 -1.68184 -0.082
N -0.17266 -1.22815 -2.69566 0.098
N 0.24951 -0.51198 -3.75890 0.089
C 0.14831 0.87093 -3.32439 0.042
N -0.34893 0.88872 -1.96158 -0.008
C -0.61244 2.02461 -1.02729 -0.085
C 0.80874 2.51527 -0.38030 -0.123
C 1.42045 1.19196 0.32616 -0.204
C 2.36283 0.24044 -0.45757 -0.042
C 2.91881 -1.05501 0.21900 -0.033
C 2.46783 -1.31157 1.68934 -0.053
C 1.54621 -0.32900 2.49554 -0.052
C 0.98939 0.97548 1.81548 -0.031
H -1.44349 -2.41509 2.77155 0.102
H -3.61300 -1.30313 1.97531 0.133
H -1.95734 -0.37798 2.15830 0.114
H -3.18958 -1.59612 -0.48580 0.133
H -2.82665 0.24014 -0.15519 0.105
H -0.28665 -1.00854 0.45566 0.103
H -0.93063 -2.26318 -0.71264 0.158
H 0.43995 1.81421 -3.91584 0.163
H -0.98348 2.92409 -1.64160 0.149
H -1.31187 1.76828 -0.16675 0.128
H 1.50515 2.95574 -1.17204 0.120
H 0.56041 3.32344 0.40386 0.130
H 2.62775 0.53051 -1.52885 0.095
H 3.60422 -1.74490 -0.37815 0.103
H 2.85127 -2.28102 2.16746 0.099
H 1.22576 -0.53575 3.58138 0.100
H 0.32124 1.72736 2.35056 0.104

(5)
9
Properties=species:S:1:pos:R:3:lowdin_charge:R:1 method="wB97M-V/def2-TZVPD" relative_energy_ev=1.747 homo_lumo_gap_ev="7.35 / 7.35" total_energy_ev=-16518.503 largest_force_ha_per_bohr=0.110
C 0.72545 0.24335 -0.10378 -0.184
C 0.99820 -0.80255 0.80769 -0.670
C -0.43010 0.75891 -0.64202 -0.183
C -2.81466 -0.03163 -0.51048 0.117
N -1.67575 0.36722 -0.41102 -0.064
S -0.06301 -1.53126 1.80509 0.677
H 1.58965 0.93252 -0.44986 0.131
H 1.99853 -1.31925 1.00984 0.060
H -0.32832 1.38270 -1.50546 0.116

(6)
8
Properties=species:S:1:pos:R:3:lowdin_charge:R:1 method="wB97M-V/def2-TZVPD" relative_energy_ev=0.994 homo_lumo_gap_ev="7.72 / 7.67" total_energy_ev=-14580.335 largest_force_ha_per_bohr=0.113
C 2.21389 -0.11198 0.14397 -0.225
C -1.90200 -0.23361 0.00767 -0.631
N 1.35616 0.66179 -0.22106 -0.050
N 0.45614 1.40110 -0.54331 0.186
O 3.18136 -0.70288 0.46281 0.175
O -2.76151 0.36077 -0.40089 0.271
F -1.26455 -1.25073 -0.61339 0.122
F -1.27950 -0.12445 1.16420 0.152